(1)
A molecular structure, C51H48N8O10PdTe. Source: the Open Molecules 2025 dataset; level of theory: the ωB97M-V functional and the def2-TZVPD basis.

Energy relative to the best compared isomer or geometry (same formula, charge and spin) (kJ/mol): 32.71
Electronic energy (eV): -96821.6324
Molecular weight (g mol⁻¹): 1167.0
Lowest unoccupied orbital energy (alpha / beta) (eV): -2.895 / -5.558

The geometry in ORCA input format:
```
! wB97M-V def2-TZVPD RIJCOSX def2/J DEFGRID3
* xyz 1 6
Pd -0.15935 -0.14741 0.24360
O 2.79208 2.74951 -0.15446
C 1.75349 2.15398 -0.01080
N 1.71044 0.75791 0.19180
C 2.91540 0.07234 0.49472
C 2.72708 -1.42907 0.47979
C 3.81676 -2.24737 0.73164
C 3.64729 -3.62012 0.69922
C 2.39022 -4.13295 0.41746
C 1.35392 -3.24943 0.18211
N 1.51369 -1.91917 0.21051
C 0.40534 2.80581 -0.03981
C 0.28542 4.12951 -0.40162
C -0.98343 4.69583 -0.40166
C -2.06434 3.92408 -0.02341
C -1.85299 2.59909 0.33423
N -0.64453 2.05504 0.32968
H 3.69663 0.38513 -0.20794
H 3.27368 0.39195 1.48313
H 4.78264 -1.80678 0.94658
H 4.48394 -4.27939 0.89095
H 2.20637 -5.19786 0.38134
H 0.35245 -3.60031 -0.03234
H 1.16940 4.68749 -0.67669
H -1.11987 5.72752 -0.69608
H -3.06768 4.32611 -0.01755
H -2.66597 1.95126 0.63904
O -0.95709 5.64625 4.09041
C -0.82671 4.75311 5.17723
N -0.63457 3.46543 4.54570
C -0.67122 2.32470 5.26488
O -0.87799 2.31826 6.46394
C -0.44846 1.03463 4.52160
C -0.75918 -0.15455 5.16694
C -0.52871 -1.35407 4.51706
C -0.00702 -1.32148 3.23757
N 0.28295 -0.18464 2.60012
C 0.07464 0.96419 3.24474
H -0.99511 6.54628 4.42755
H -1.72046 4.72125 5.80231
H 0.03192 4.99963 5.80623
H -0.52133 3.48278 3.54710
H -1.17154 -0.11363 6.16659
H -0.75642 -2.30176 4.98559
H 0.20674 -2.23799 2.69697
H 0.35040 1.85912 2.70164
O -2.08928 -0.88734 1.09584
C -2.23490 -2.11708 0.81955
O -1.67582 -2.74011 -0.09728
C -3.17709 -2.87093 1.72069
C -4.43770 -2.37934 2.02760
C -5.24436 -3.10897 2.87808
C -4.84354 -4.28989 3.46742
C -3.57938 -4.73749 3.14856
C -2.74690 -4.06638 2.27526
N -3.09519 -5.99493 3.76732
O -3.85743 -6.58574 4.49643
O -1.97046 -6.35513 3.48503
N -6.60220 -2.59581 3.18507
O -7.26259 -3.21814 3.98557
O -6.96509 -1.60317 2.59188
H -4.79197 -1.44343 1.61963
H -5.48766 -4.83133 4.14339
H -1.77884 -4.48253 2.03372
C 2.03879 -7.92629 -4.09109
C 1.53630 -6.55798 -3.71365
C 2.38973 -5.46115 -3.70130
C 1.94100 -4.18413 -3.37155
C 2.92475 -3.04077 -3.35166
C 0.58683 -4.05061 -3.08350
Te -0.24850 -1.95460 -2.66001
N -0.70340 -0.10686 -1.86785
C -1.49428 0.75395 -2.60249
O -1.30477 1.95877 -2.56332
C -2.58120 0.17561 -3.46228
C -2.88231 0.81036 -4.66317
C -3.89183 0.31860 -5.47390
C -4.62721 -0.79278 -5.07542
C -4.35255 -1.40953 -3.86341
C -3.32765 -0.92990 -3.05767
C 0.29951 -1.15586 -4.51942
C 1.17737 -0.06670 -4.57110
C 1.82798 0.57577 -3.36761
C 1.47432 0.47167 -5.81871
C 0.93672 -0.04004 -6.99063
C 1.27729 0.55582 -8.32936
C 0.06481 -1.11859 -6.90059
C -0.27788 -1.68613 -5.68241
C -1.25387 -2.83613 -5.67711
C -0.30532 -5.11781 -3.02987
C -1.76531 -4.98556 -2.66656
C 0.20243 -6.36955 -3.36683
H 3.12729 -7.96221 -4.09800
H 1.68907 -8.19912 -5.08883
H 1.67203 -8.68484 -3.39908
H 3.43974 -5.59938 -3.94006
H 3.91911 -3.40224 -3.08961
H 2.64651 -2.27743 -2.62311
H 2.98672 -2.55813 -4.32988
H -2.30630 1.67983 -4.95330
H -4.11607 0.80878 -6.41243
H -5.42434 -1.16720 -5.70464
H -4.94384 -2.25543 -3.53673
H -3.14042 -1.38961 -2.09242
H 1.87142 -0.08844 -2.50375
H 1.26965 1.46573 -3.06379
H 2.84626 0.87866 -3.61432
H 2.15139 1.31807 -5.87144
H 2.04551 1.32228 -8.24013
H 0.39569 1.01075 -8.78478
H 1.63695 -0.21258 -9.01478
H -0.37890 -1.52039 -7.80616
H -1.97713 -2.71712 -6.48312
H -1.81989 -2.89864 -4.74665
H -0.73722 -3.78838 -5.82165
H -1.95520 -4.16615 -1.97306
H -2.11713 -5.90168 -2.19362
H -2.37144 -4.82715 -3.56240
H -0.46814 -7.22333 -3.34819
*
```



(2)
A molecular structure, C51H50IN2O3P2Pb in a non-equilibrium geometry. Source: the Open Molecules 2025 dataset; level of theory: the ωB97M-V functional and the def2-TZVPD basis.

Energy relative to the best compared isomer or geometry (same formula, charge and spin) (kJ/mol): 285.03
Electronic energy (eV): -94740.2206
Molecular weight (g mol⁻¹): 1135.0
Lowest unoccupied orbital energy (eV): -6.360

The geometry in ORCA input format:
```
! wB97M-V def2-TZVPD RIJCOSX def2/J DEFGRID3
* xyz 1 1
Pb -0.78911 -0.56447 -1.07079
C -1.32688 2.36251 -4.17320
C -1.54231 0.87495 -4.05782
C -0.42897 0.02387 -4.15902
C 0.94097 0.62477 -4.36373
C -0.60050 -1.36793 -4.11358
C 0.51503 -2.30681 -4.50620
C -1.85083 -1.89291 -3.74470
C -2.03828 -3.38284 -3.60654
C -2.94751 -1.03419 -3.57560
C -4.28521 -1.60638 -3.17867
C -2.81755 0.33524 -3.85053
C -4.05747 1.19273 -3.94378
H -0.62689 2.69769 -3.40513
H -2.24123 2.92669 -4.02693
H -0.90989 2.62197 -5.14955
H 1.11143 0.89179 -5.41069
H 1.73248 -0.05545 -4.05579
H 1.04909 1.53547 -3.77619
H 0.95127 -2.81691 -3.64128
H 1.31342 -1.78790 -5.02956
H 0.12859 -3.07335 -5.17778
H -2.56147 -3.78655 -4.47872
H -2.63828 -3.62924 -2.73143
H -1.09264 -3.90740 -3.50576
H -4.76768 -2.09126 -4.03248
H -4.95409 -0.83945 -2.79720
H -4.17431 -2.35814 -2.39815
H -4.35361 1.58073 -2.96699
H -4.89322 0.62144 -4.34313
H -3.90722 2.04024 -4.60645
O 0.11880 -3.01667 3.08219
C -1.03150 -3.72986 3.34401
C -1.06199 -4.88880 4.09781
C -2.25139 -5.58504 4.23881
C -3.40460 -5.13147 3.62012
C -3.36922 -3.97281 2.86292
C -2.19223 -3.24573 2.71595
C -2.20296 -2.01383 1.89208
O -1.30404 -1.01514 2.09890
N -3.09195 -1.85604 1.00216
N -2.95765 -0.72248 0.23853
C -3.98334 0.06080 0.23119
C -4.12709 1.34153 -0.37962
C -5.42587 1.89284 -0.39860
C -5.67049 3.16131 -0.85189
C -4.59089 3.95384 -1.28195
C -3.31582 3.45974 -1.27732
C -3.01497 2.12635 -0.85087
O -1.81607 1.70008 -0.88616
H -0.55723 -1.37856 2.58348
H -0.16082 -5.26541 4.56863
H -2.26657 -6.48953 4.83174
H -4.32942 -5.67952 3.73322
H -4.25845 -3.59830 2.37639
H -4.84804 -0.27171 0.81117
H -6.25423 1.28286 -0.05275
H -6.67826 3.55407 -0.86532
H -4.77649 4.96692 -1.61858
H -2.47549 4.06229 -1.60158
I 0.20556 -3.09284 -0.36674
C 2.60552 1.04670 1.66802
P 1.44183 0.85206 0.20447
C 0.69875 2.50677 0.42280
C 0.90735 3.66484 -0.31008
C 0.30120 4.85192 0.08245
C -0.52028 4.88916 1.19524
C -0.77162 3.72208 1.90659
C -0.17009 2.54049 1.51783
C 2.70634 0.77548 -1.11359
C 3.37657 1.84635 -1.70027
C 4.32980 1.61898 -2.68277
C 4.63017 0.32651 -3.08670
C 3.98949 -0.74848 -2.48740
C 3.03447 -0.52427 -1.50835
P 3.79803 -0.37044 1.92940
C 2.78843 -1.22846 3.22684
C 2.32320 -2.47528 2.96087
C 1.31629 -3.14382 3.84262
C 1.08361 -2.46863 5.14971
C 1.59439 -1.24270 5.40165
C 2.39156 -0.59674 4.43192
C 5.03992 0.49153 2.97297
C 5.71089 1.57056 2.39753
C 6.67390 2.26225 3.11344
C 6.99338 1.87617 4.40827
C 6.37184 0.77278 4.96873
C 5.41275 0.07225 4.24943
H 2.01452 1.23426 2.56499
H 3.18946 1.94320 1.45322
H 1.50360 3.65696 -1.21059
H 0.47018 5.75249 -0.49430
H -0.98415 5.81848 1.49845
H -1.44937 3.73288 2.75034
H -0.40782 1.61388 2.03493
H 3.17587 2.86272 -1.39489
H 4.84215 2.45802 -3.13585
H 5.36011 0.15790 -3.86763
H 4.22227 -1.76207 -2.78734
H 2.53491 -1.37147 -1.05231
H 2.57631 -2.98535 2.03702
H 1.56516 -4.20401 3.97413
H 0.40842 -2.95053 5.84762
H 1.35978 -0.72936 6.32498
H 2.70296 0.42542 4.61560
H 5.48094 1.86925 1.37994
H 7.18265 3.10174 2.65842
H 7.73477 2.42525 4.97261
H 6.63836 0.44597 5.96573
H 4.97685 -0.82149 4.68281
*
```



(3)
A molecular structure, C51H51N9OP2S2TeYb in a non-equilibrium geometry. Source: the Open Molecules 2025 dataset; level of theory: the ωB97M-V functional and the def2-TZVPD basis.

Energy relative to the best compared isomer or geometry (same formula, charge and spin) (kJ/mol): 0.00
Electronic energy (eV): -148237.8893
Molecular weight (g mol⁻¹): 1232.8
Lowest unoccupied orbital energy (alpha / beta) (eV): -2.918 / -4.263

The geometry in ORCA input format:
```
! wB97M-V def2-TZVPD RIJCOSX def2/J DEFGRID3
* xyz 1 2
Yb -1.73524 0.89076 1.79202
C 1.44459 1.75802 4.93970
C 0.85611 1.80739 6.21491
C -0.54570 1.78135 6.29514
C -1.31089 2.01827 5.09777
N -0.68673 1.77591 3.90263
C 0.64097 1.78865 3.82573
N -2.55686 2.40188 5.23203
C -3.43625 2.58792 4.31154
N -3.46518 2.24220 2.97311
C -4.62224 2.76267 2.41711
N -5.14123 2.69155 1.23020
C -4.61758 2.04029 0.16396
C -5.54919 1.86237 -0.94105
C -5.08507 1.40020 -2.12424
C -3.71740 1.14817 -2.33006
C -2.92669 1.13259 -1.22169
N -3.33853 1.62232 -0.03217
C -5.34502 3.52699 3.44706
C -6.55922 4.22984 3.49477
C -7.05478 4.71644 4.72367
C -6.34957 4.46117 5.87354
C -5.10590 3.80609 5.86370
C -4.62841 3.33110 4.66506
H 2.52480 1.83550 4.79910
H 1.48175 1.86787 7.18064
H -1.11576 1.73719 7.17442
H 1.11521 1.89849 2.80250
H -6.54984 2.20334 -0.79138
H -5.75055 1.27598 -2.97457
H -3.37308 0.81106 -3.29010
H -1.83730 0.78130 -1.25717
H -7.03763 4.46945 2.52489
H -7.92830 5.32230 4.67405
H -6.60046 4.89578 6.83496
H -4.49644 3.65309 6.74615
Te 3.03312 -4.05038 -2.12560
C 3.49378 -4.67188 -4.22746
C 3.49638 -6.09856 -4.51374
C 3.88370 -6.51899 -5.75711
N 4.13377 -5.66272 -6.71944
C 4.09063 -4.34326 -6.55099
C 3.74899 -3.77513 -5.30301
C 1.47998 -2.50677 -1.81232
P -0.12390 -3.16635 -1.94708
C -0.36446 -4.51982 -0.77617
C -1.40690 -5.47133 -0.79890
C -1.65937 -6.28933 0.30237
C -1.01096 -6.12737 1.47183
C 0.08437 -5.24065 1.50408
C 0.44402 -4.54030 0.40449
C -0.32098 -3.96639 -3.54794
C 0.05850 -5.31700 -3.87999
C 0.06355 -5.77145 -5.17924
C -0.53973 -4.98447 -6.16316
C -1.02208 -3.69663 -5.84268
C -0.81186 -3.11581 -4.58638
P 1.80920 -0.81803 -1.40625
C 2.26363 0.07161 -2.95287
C 1.95768 -0.48714 -4.19965
C 2.42115 0.16747 -5.37248
C 3.01938 1.38685 -5.30938
C 3.19821 2.04496 -4.04037
C 2.81632 1.36118 -2.89507
C 3.30992 -0.78007 -0.38231
C 4.50320 -1.23161 -0.98183
C 5.71521 -1.25856 -0.24702
C 5.68503 -0.97217 1.10144
C 4.56205 -0.44564 1.76594
C 3.41197 -0.26886 0.95687
H 3.31817 -6.87712 -3.77126
H 3.95409 -7.53638 -6.02369
H 4.39728 -3.71030 -7.40158
H 3.84283 -2.72732 -5.24448
H -1.99793 -5.57945 -1.70003
H -2.49956 -6.96026 0.17792
H -1.38217 -6.63362 2.38526
H 0.56405 -5.10159 2.50614
H 1.33399 -3.89161 0.37068
H 0.18120 -6.03656 -3.02231
H 0.51365 -6.71726 -5.46527
H -0.67889 -5.45662 -7.16182
H -1.55556 -3.15599 -6.59099
H -1.02565 -2.07869 -4.33755
H 1.47208 -1.43062 -4.25210
H 2.29706 -0.41998 -6.27753
H 3.28858 1.92106 -6.21064
H 3.56611 3.05505 -3.96165
H 2.92005 1.83589 -1.91676
H 4.52477 -1.48930 -2.01020
H 6.62195 -1.60773 -0.74938
H 6.61306 -0.89910 1.70585
H 4.59642 -0.20294 2.81463
H 2.58911 0.27646 1.38273
O -3.26276 -0.78814 2.34238
H -3.94604 -0.26267 2.77577
H -3.63779 -1.66396 2.19990
C 2.11291 8.12153 4.90617
S 2.41685 6.56139 5.78044
C 1.99972 5.51190 4.34233
H 2.76976 8.26924 3.96825
H 2.29111 8.92781 5.63338
H 1.06606 8.12117 4.65262
H 2.94568 5.38761 3.79191
H 1.19226 5.92382 3.70633
H 1.64255 4.54318 4.76485
N 0.92835 4.04123 -1.17775
C 0.00576 3.41061 -0.48085
N -1.04998 4.10359 -0.05530
S 0.18498 1.68566 -0.21713
H 0.86733 5.05151 -1.33973
H 1.83740 3.54375 -1.23735
H -1.24370 5.06497 -0.32211
H -1.71346 3.60046 0.51592
N -0.11748 -1.07717 1.57316
H -0.62511 -1.83259 1.13686
H 0.55475 -0.83341 0.87695
H 0.30624 -1.45838 2.39052
*
```